[1]
47
Properties=species:S:1:pos:R:3:lowdin_charge:R:1 method="wB97M-V/def2-TZVPD" homo_energy_ev=-11.7 orbital_gap_ev=9.13 total_charge=+1 lumo_ev=-2.6
O 1.722 2.461 0.328 -0.04
H -1.659 -2.969 0.611 0.08
H 0.533 -2.800 1.113 -0.01
H -1.026 4.306 0.215 -0.02
H -2.122 0.135 -0.569 0.04
H -3.300 0.313 -1.979 0.11
H 1.364 -1.278 -1.050 0.10
C -0.301 -0.637 -2.414 -0.20
H -0.573 0.123 2.039 -0.04
O 1.784 -1.312 -3.283 0.07
H 2.688 0.994 -0.732 0.02
C -1.217 0.618 -2.345 -0.24
H 2.429 -0.275 1.977 0.15
O -1.192 -0.201 2.621 -0.06
H -1.525 0.736 -3.429 0.14
H -0.529 -1.946 3.033 0.04
O -0.115 4.400 0.230 0.01
H -1.037 -1.398 -2.787 0.18
O 1.496 0.260 1.849 -0.18
H 0.899 0.257 -4.151 0.15
H 1.632 1.092 1.193 0.04
H 2.493 2.932 0.058 0.07
C -3.046 2.076 0.997 -0.45
H 1.051 3.141 0.497 0.03
H -1.818 -1.810 1.494 0.08
H 0.373 -0.210 -0.400 0.15
O 2.586 0.189 -1.248 -0.04
H -2.098 1.736 1.495 0.03
H -3.468 1.108 1.131 0.02
H 2.766 -3.354 0.232 -0.06
O -0.871 -2.857 2.930 -0.02
H 3.424 0.132 -1.731 0.09
H 1.514 -1.881 1.723 0.03
H 0.129 5.029 -0.401 0.05
O 1.442 -2.610 1.106 -0.04
O -1.280 -2.083 0.687 -0.11
H -3.698 2.822 1.508 0.07
C -2.408 0.733 -1.424 -0.43
H -1.367 -3.226 3.560 -0.01
C 0.839 -0.548 -3.378 -0.20
N 0.391 -0.993 -1.082 0.21
H 0.034 -1.777 -0.647 0.06
H 4.371 -2.980 0.278 0.13
O 3.410 -2.843 -0.160 -0.10
S -2.858 2.425 -0.733 0.82
H -1.299 0.429 3.408 0.14
H -0.559 1.540 -2.372 0.13



[2]
79
Properties=species:S:1:pos:R:3:lowdin_charge:R:1 method="wB97M-V/def2-TZVPD" homo_energy_ev=-8.8 orbital_gap_ev=5.64 total_charge=+1 lumo_ev=-3.1
H 3.995 4.550 -4.758 0.12
N -3.389 -0.115 3.054 -0.01
H 4.584 1.752 -0.331 0.12
H -1.299 5.674 0.520 0.11
Ba 0.337 -0.031 1.197 1.86
H -3.399 -0.881 1.237 0.07
C 3.806 2.492 -0.198 0.00
N -2.717 -3.269 -0.921 0.01
H -1.003 -2.755 -1.958 0.09
H -3.696 -3.475 -1.046 0.13
C 7.805 4.873 -5.663 -0.08
H -3.190 -5.228 -3.708 0.11
H -4.131 -7.061 -2.153 0.08
N 4.224 6.820 -0.733 0.08
H -4.360 -0.053 3.320 0.16
H 6.697 6.997 -1.440 0.12
N -3.056 -0.040 1.692 0.04
H -2.151 -6.589 -3.396 0.11
H 8.421 4.402 -4.893 0.10
H -0.964 -5.222 -1.603 0.10
C 4.141 3.852 -0.202 -0.01
H -5.154 -5.740 4.154 0.08
H -0.732 -4.725 -3.263 0.12
O 0.921 0.280 3.809 -0.12
H -1.756 3.249 0.668 0.09
C 3.997 5.542 -2.851 -0.03
H -3.488 0.786 1.294 0.10
C -1.478 -4.793 -2.468 -0.20
N -0.142 0.191 4.417 -0.44
H 7.984 4.382 -6.615 0.09
C -0.486 4.969 0.425 -0.05
H -4.256 -5.453 -1.488 0.05
C 6.119 6.428 -2.156 -0.02
H 7.773 6.085 -3.464 0.10
H 2.937 5.401 -2.685 0.12
C 6.719 5.920 -3.301 -0.01
C -2.441 0.021 4.011 -0.40
O 6.425 4.710 -5.389 -0.08
C -3.539 -6.211 -1.814 -0.11
C -3.898 -6.043 2.409 -0.26
H -3.988 -5.972 1.320 0.08
N -3.214 -3.326 1.301 -0.01
H -5.580 -4.696 2.801 0.06
N 0.193 2.672 0.374 -0.04
H -6.011 -6.397 2.764 0.08
C 4.776 6.210 -1.908 -0.30
H -2.163 0.075 6.012 0.10
C -2.254 -3.266 0.335 -0.82
H -2.457 -2.915 -2.939 0.13
C 2.502 2.042 -0.068 -0.42
C 5.946 5.233 -4.231 -0.28
H -3.656 -7.088 2.606 0.11
C 0.805 5.384 0.257 0.01
C -0.739 3.593 0.500 -0.16
H -1.812 -5.483 2.372 0.10
C 3.181 4.819 -0.079 -0.25
H -2.557 -5.359 3.955 0.12
O -0.248 0.145 5.622 0.10
C -2.927 -3.687 2.691 -0.24
N -1.202 0.137 3.560 0.01
C -5.230 -5.699 3.066 -0.10
H -3.762 -3.321 3.291 0.11
N -2.852 0.032 5.277 0.22
S -0.604 -3.193 0.690 0.59
H -4.123 -3.627 0.977 0.13
N 3.470 6.215 0.045 0.07
H 5.180 4.131 -0.322 0.12
H 8.072 5.929 -5.745 0.10
H -2.971 -6.533 -0.937 0.07
C 1.834 4.432 0.120 -0.10
C 1.485 3.055 0.150 -0.17
O 2.184 0.780 -0.133 -0.43
C -2.727 -5.185 2.889 -0.19
C -1.888 -3.365 -2.124 -0.20
C -2.607 -5.719 -2.922 -0.25
H 1.056 6.436 0.226 0.12
C 4.580 5.063 -4.006 0.01
H -3.821 -0.099 5.510 0.13
H -2.033 -3.144 2.994 0.08



[3]
22
Properties=species:S:1:pos:R:3:lowdin_charge:R:1 method="wB97M-V/def2-TZVPD" homo_energy_ev=-10.6 orbital_gap_ev=10.99 smiles=N.O.O.O.O.O.O total_charge=0 lumo_ev=0.4
H 2.086 -2.799 -0.110 0.02
H -2.929 0.312 -2.292 0.05
O 0.064 1.621 1.773 -0.05
H 0.787 1.359 1.211 -0.02
O -2.057 0.190 -1.947 -0.06
H 0.855 0.490 -2.779 0.07
H -1.727 -0.659 1.241 0.04
O 2.211 1.530 -0.109 -0.10
H -0.029 -0.649 2.610 0.04
O -0.406 -1.428 2.184 -0.06
H 2.031 -1.313 0.601 0.02
O -2.170 0.082 0.756 -0.07
N 1.583 -1.921 -0.078 0.03
H -3.102 -0.112 0.616 0.07
H -2.129 0.095 -0.953 0.02
H 1.595 1.335 -0.874 -0.01
H 1.721 -1.442 -0.956 0.01
H 1.998 2.451 0.085 0.04
H 0.290 -1.743 1.580 0.01
H -0.448 0.560 -1.994 0.01
H -0.735 1.291 1.349 0.00
O 0.511 0.749 -1.914 -0.06



[4]
139
Properties=species:S:1:pos:R:3:lowdin_charge:R:1 method="wB97M-V/def2-TZVPD" homo_energy_ev=-8.7 orbital_gap_ev=9.03 smiles=COC[C@H](C)N.COC[C@H](C)N.COCCNCCOC.COCCNCCOC.COCCNCCOC.COCCNCCOC.CCO total_charge=0 lumo_ev=0.3
N -0.364 -7.480 -3.114 -0.07
H -0.428 -0.127 -1.653 0.11
H -4.738 -0.644 3.002 0.11
H -9.813 1.450 5.466 0.09
H -4.637 0.399 0.264 0.12
H -5.609 0.302 5.027 0.12
C -6.639 2.066 5.236 -0.26
H -2.723 5.285 -1.617 0.07
H -0.272 4.731 -2.089 0.08
C -8.896 1.972 5.749 -0.12
C -5.175 -0.066 1.096 -0.21
H 4.511 2.054 -2.901 0.14
H 4.004 0.187 -1.379 0.02
H -3.008 6.377 -0.284 0.07
C 4.013 -2.443 -1.473 -0.18
H 3.601 0.191 -4.533 0.12
O 4.992 -1.575 -0.932 -0.17
N -1.099 0.033 0.317 -0.03
C -3.950 -2.058 0.968 -0.13
C 2.730 0.652 -4.059 -0.18
H -0.512 5.456 7.353 0.07
C 3.128 -3.390 -3.698 -0.07
H 1.523 -8.375 -3.698 0.12
H 0.861 -0.455 -0.389 0.12
H -1.698 0.312 -4.052 0.09
H 2.658 1.659 -4.484 0.13
H 2.992 1.132 2.852 0.10
H -3.653 0.706 2.578 0.11
C 3.044 3.176 -1.723 -0.21
H 1.090 -6.284 0.664 0.09
H 0.814 2.689 1.692 0.12
O 3.479 4.286 -2.488 -0.16
C -1.170 -7.148 -0.784 -0.22
H 3.846 -7.903 -5.563 0.08
C 1.553 -0.256 -4.339 -0.20
C 3.745 1.873 -2.136 -0.19
H 3.497 6.052 3.040 0.09
C 4.440 -0.339 -0.520 -0.13
H 3.401 3.294 -0.691 0.12
O 0.230 -2.800 0.354 -0.19
H -2.075 6.920 6.141 0.07
O 0.366 0.544 -4.266 -0.19
H -3.415 -1.727 0.077 0.08
H 4.296 -3.466 -1.215 0.12
H 3.032 -2.241 -1.032 0.12
C 0.014 -7.449 -1.705 -0.22
H -3.954 -3.149 1.013 0.09
H -0.588 6.541 -1.063 0.11
H 2.050 -3.322 -3.543 0.07
H 1.957 3.059 -1.725 0.11
C 2.891 5.458 -1.956 -0.11
H -0.725 -1.126 -3.712 0.07
H 2.939 5.559 -0.871 0.09
N -1.585 7.016 5.255 0.03
H 0.434 -8.420 -1.408 0.13
H 0.163 -2.471 -1.639 0.11
H -0.771 4.443 5.955 0.08
H -6.205 0.276 0.995 0.12
H -0.831 2.073 -0.222 0.10
C 2.427 6.151 2.885 -0.11
H 2.016 5.329 2.290 0.07
H 4.320 -6.271 -5.657 0.08
C -0.757 1.418 0.656 -0.19
H 0.830 -6.747 -1.517 0.11
H 0.695 -5.573 -4.522 0.12
N 5.322 -2.441 -3.550 0.05
H 5.290 0.241 -0.161 0.11
H 0.855 4.883 6.350 0.07
H -6.637 3.047 4.739 0.13
C -0.195 -0.558 -0.679 -0.18
C -5.485 1.296 4.569 -0.22
H -1.120 -8.131 -3.263 0.11
H -2.120 6.341 4.701 0.07
C -0.801 -0.229 -4.343 -0.13
H 0.289 7.224 3.463 0.12
H 3.349 -3.433 -4.763 0.09
H 1.968 -5.839 -3.471 0.08
H -0.869 -0.325 1.237 0.06
C -0.392 -2.526 1.607 -0.09
C 0.399 6.288 4.016 -0.21
H 3.353 6.284 -2.495 0.09
H -1.339 -2.441 -0.926 0.12
H 0.030 -3.282 2.275 0.09
H 0.075 -1.618 1.996 0.08
H -0.549 5.697 0.503 0.10
H -6.321 2.197 6.277 0.12
O -5.234 -1.470 0.905 -0.18
N 2.868 0.800 -2.604 -0.08
H -0.940 -0.621 -5.359 0.09
N -5.587 1.271 3.118 -0.07
H -0.251 -5.189 0.767 0.07
H 0.410 -7.996 -4.986 0.12
H -9.087 3.003 5.427 0.09
O -0.783 -7.225 0.569 -0.19
C 0.061 -6.203 1.042 -0.10
H -1.679 -6.206 -1.006 0.12
H -4.568 1.808 4.864 0.12
H 1.827 5.508 -2.212 0.07
C -0.316 -2.075 -0.736 -0.22
H 3.807 -7.040 -4.064 0.09
H 2.258 7.083 2.338 0.09
H 0.052 -6.394 2.116 0.09
H -0.039 5.431 3.490 0.13
C 2.621 0.643 1.946 -0.10
H -1.480 -2.542 1.620 0.07
O -0.278 4.512 -1.152 -0.11
C 3.953 -2.320 -3.027 -0.42
C 1.463 -6.325 -4.311 -0.25
H -1.525 1.781 1.344 0.11
H 3.656 -0.439 0.236 0.05
C -0.895 5.635 -0.528 -0.31
H 1.927 0.994 -2.276 0.10
C -4.668 0.325 2.485 -0.20
O 1.208 0.671 1.887 -0.20
H 0.399 7.207 5.894 0.14
O -7.822 1.327 5.098 -0.18
H 3.539 -1.327 -3.222 0.08
H 3.403 -4.386 -3.331 0.06
H -3.441 -1.812 1.905 0.06
H 4.408 1.457 -1.370 0.07
H 1.454 -0.986 -3.531 0.10
H -1.863 -7.966 -1.001 0.12
C -2.428 5.507 -0.592 -0.07
C 0.746 -7.657 -4.006 -0.22
H -8.769 1.963 6.836 0.09
H 1.265 1.978 0.263 0.09
O 2.305 -6.500 -5.419 -0.18
H -2.657 4.685 0.088 0.07
O 1.803 6.096 4.156 -0.19
H 2.851 -0.423 1.951 0.09
C -0.231 6.471 5.379 -0.45
H -6.559 1.071 2.912 0.10
H 1.622 -0.745 -5.312 0.13
H 3.139 1.126 1.110 0.07
C 3.618 -6.920 -5.131 -0.12
C 0.648 1.746 1.149 -0.21
H 5.655 -3.363 -3.293 0.07
C -0.166 5.276 6.337 -0.07
H 5.903 -1.736 -3.114 0.07



[5]
20
Properties=species:S:1:pos:R:3:lowdin_charge:R:1 method="wB97M-V/def2-TZVPD" homo_energy_ev="-9.0 / -9.0" orbital_gap_ev="7.48 / 7.48" smiles="OCC[C@H]1C=CC=N[C@]1(F)I" total_charge=0 lumo_ev="-1.5 / -1.5"
N -2.310 -0.187 -1.251 0.05
H 2.579 0.387 0.391 0.13
H 0.902 1.859 -0.438 0.12
H -0.518 0.296 1.401 0.08
C -1.640 -0.561 -0.123 -0.61
H -0.551 2.663 -1.955 0.11
C 0.850 -0.957 0.377 -0.12
H 0.719 -1.938 1.074 0.16
H 2.904 -2.169 1.381 0.09
H 1.155 -1.289 -0.603 0.11
C -0.085 1.361 -0.489 -0.01
I -3.455 0.175 1.514 0.43
C 2.087 -0.308 1.131 -0.26
F -1.667 -1.939 -0.015 0.00
H -2.550 1.154 -2.752 0.10
O 3.157 -1.241 1.226 -0.10
C -0.865 1.734 -1.482 -0.06
H 1.700 -0.030 2.110 0.12
C -0.372 0.071 0.365 -0.26
C -2.040 0.919 -1.865 -0.09



[6]
7
Properties=species:S:1:pos:R:3:lowdin_charge:R:1 method="wB97M-V/def2-TZVPD" homo_energy_ev="-23.0 / -23.5" orbital_gap_ev="11.06 / 7.96" multiplicity=5 total_charge=+2 lumo_ev="-11.9 / -15.5"
H -1.632 0.566 -1.190 0.16
F 3.504 -1.143 0.202 -0.27
O -0.218 1.213 0.341 0.18
C 0.026 -0.012 0.075 -0.23
Ir 1.780 -1.117 0.113 1.90
C -1.357 0.356 -0.152 0.11
H -2.104 0.137 0.611 0.16



[7]
69
Properties=species:S:1:pos:R:3:lowdin_charge:R:1 method="wB97M-V/def2-TZVPD" homo_energy_ev="-6.6 / -6.7" orbital_gap_ev="6.34 / 6.33" multiplicity=3 total_charge=0 lumo_ev="-0.2 / -0.3"
C 2.034 -4.061 4.601 -0.07
N -3.426 0.156 1.345 -0.29
C 1.147 0.798 -2.380 -0.32
N -3.004 2.651 0.802 -0.30
H 4.357 -0.529 1.751 0.11
S 0.833 -1.025 -2.335 0.96
H 4.810 -3.792 -3.451 0.09
H -1.842 -1.340 1.356 0.05
C 4.195 -2.528 -5.028 -0.11
H -4.233 1.441 2.871 0.07
C 2.117 -1.363 -4.734 -0.13
C 3.109 -2.608 -2.852 -0.69
C 1.354 -4.082 3.364 -0.10
N 2.767 0.366 -0.530 0.02
S 0.799 -3.012 0.910 0.59
H -1.709 3.915 1.824 0.08
H -5.933 1.189 1.195 0.06
H -4.917 0.043 -2.334 0.09
C 2.408 1.115 -1.624 -0.28
H -2.081 2.340 2.753 0.07
C 2.111 -1.726 -3.415 -0.50
H 0.265 1.236 -1.899 0.08
C 3.600 0.276 1.736 -0.31
H -3.155 -1.583 0.156 0.08
H -0.915 2.378 1.433 0.07
O -2.231 0.834 -0.928 -0.29
C 2.662 -2.888 5.004 -0.12
H 0.829 -4.967 3.042 0.10
H 1.233 1.135 -3.405 0.08
H 2.883 2.721 -2.927 0.12
C 4.067 -3.088 -3.777 -0.12
H -6.808 0.866 -0.377 0.08
H 2.201 -4.924 5.211 0.09
H 5.030 -2.767 -5.692 0.11
N -4.786 1.212 -0.608 -0.31
C 4.114 2.722 -1.154 -0.03
C 4.320 2.096 0.075 0.00
H 3.769 1.009 2.567 0.10
H 1.262 -0.892 -5.206 0.11
H -5.825 1.546 -2.415 0.08
H -4.188 3.702 -0.563 0.06
S 1.897 -0.402 1.908 0.96
H -3.657 4.662 0.786 0.10
H 3.243 -1.487 -6.598 0.10
H -2.539 4.208 -0.602 0.08
C 2.605 -1.713 4.271 -0.11
C -4.882 1.120 -2.048 -0.13
H -4.044 1.513 -2.611 0.07
H 3.318 -2.899 5.856 0.09
C 2.007 -1.754 3.017 -0.53
H -3.676 -0.178 3.360 0.09
Ni 1.953 -1.440 -0.127 -0.14
C 3.191 -1.745 -5.550 -0.11
C -6.047 1.469 0.118 -0.08
P -3.267 1.188 0.073 0.46
H 4.696 3.581 -1.457 0.11
C 3.532 0.979 0.396 -0.31
H 5.059 2.473 0.732 0.10
H -6.347 2.522 0.136 0.08
H 3.037 -0.795 4.658 0.11
H -3.389 -1.849 1.922 0.07
C 3.120 2.236 -1.982 -0.02
C 1.442 -2.972 2.522 -0.67
H -5.234 -0.013 2.490 0.07
C -1.859 2.823 1.783 -0.07
C -4.223 0.385 2.581 -0.12
C -2.907 -1.252 1.164 -0.06
S 3.073 -3.104 -1.220 0.63
C -3.324 3.871 0.060 -0.12



[8]
16
Properties=species:S:1:pos:R:3:lowdin_charge:R:1 method="wB97M-V/def2-TZVPD" homo_energy_ev=-9.3 orbital_gap_ev=9.55 smiles="O=C(Br)CC(=O)O[C@@H](Cl)P(O)Br" total_charge=0 lumo_ev=0.2
Br -3.470 0.837 1.995 0.23
P -2.671 -0.002 0.061 0.52
C 2.113 -1.375 -0.175 -0.78
O 2.366 -2.243 0.536 0.08
H 2.712 0.157 1.212 0.14
C 2.173 0.112 0.257 -0.03
H 2.769 0.708 -0.461 0.14
O -1.848 -1.426 0.362 -0.35
H -2.485 -2.107 0.091 0.05
H -1.271 2.121 -0.058 0.08
O 0.399 1.170 1.401 0.15
C 0.737 0.679 0.384 -0.50
Br 1.630 -1.856 -2.033 0.68
Cl -1.814 1.552 -2.278 0.59
O -0.040 0.515 -0.709 -0.13
C -1.300 1.157 -0.585 -0.85



[9]
100
Properties=species:S:1:pos:R:3:lowdin_charge:R:1 method="wB97M-V/def2-TZVPD" homo_energy_ev="-6.5 / -7.5" orbital_gap_ev="5.33 / 6.53" total_charge=0 lumo_ev="-1.2 / -1.0"
N -1.680 0.878 -3.499 -0.27
H -1.237 -1.806 6.491 0.08
H -3.878 0.527 -4.708 0.10
H -0.139 1.377 -0.394 0.04
H 0.342 0.515 3.182 0.11
C -1.100 3.050 -3.818 -0.08
H 0.639 0.288 -3.590 0.06
H -2.050 2.384 0.203 0.10
C 1.424 4.335 -0.637 -0.12
H 2.535 2.493 5.152 0.09
C -0.681 -0.952 6.103 0.02
H 0.640 -0.170 9.018 0.08
N -0.969 -1.640 3.735 0.16
H -0.263 5.510 -0.031 0.11
C -1.492 -3.862 4.725 -0.04
H 1.594 4.171 1.981 0.11
H 2.114 -2.573 1.040 -0.04
H -0.388 -2.596 -3.394 0.03
H -0.885 4.095 -3.629 0.09
C 0.110 2.315 0.140 -0.20
C 3.365 0.680 -4.136 -0.17
H -3.588 -1.184 4.143 0.09
C -4.562 -2.734 -4.492 -0.10
H -2.318 3.317 2.283 0.10
C -1.416 1.062 -4.864 -0.19
N 3.282 -0.137 -3.007 -0.24
H 4.629 -0.554 -1.386 0.10
C -0.501 4.401 2.395 -0.13
H 6.307 1.195 -2.695 0.09
H 2.177 4.766 -1.304 0.10
H -4.076 -2.838 4.577 0.09
H 0.548 -2.529 2.021 -0.06
H 2.788 -4.275 -2.330 0.09
H -2.281 -4.618 4.806 0.09
H 1.713 2.370 -1.365 0.10
H 1.073 5.795 2.368 0.11
H -1.606 -3.613 2.007 0.06
H 1.194 -0.820 -4.851 0.07
H -0.630 -4.311 4.218 0.09
C -3.261 -2.107 4.634 -0.05
H 0.954 -3.958 0.948 -0.03
C -1.217 3.083 0.381 -0.21
H 3.697 -3.929 -6.592 0.09
C -0.325 -0.218 8.495 -0.05
H -1.177 -3.585 5.734 0.06
C 0.765 5.302 0.291 -0.19
H -0.676 4.723 3.430 0.10
C -4.798 -1.472 -5.141 -0.09
H 1.313 6.253 0.201 0.11
H -5.046 -3.674 -4.712 0.09
C 0.796 -0.778 -3.823 -0.43
H 4.935 2.007 -4.916 0.09
C 3.051 -2.487 -5.058 -0.14
H -0.867 2.819 -6.054 0.09
C -1.072 2.383 -5.085 -0.08
H 2.956 -1.532 -5.556 0.09
H -0.957 0.577 8.915 0.09
C 3.428 -3.724 -5.566 -0.09
P -1.755 -0.709 -2.675 0.89
N -3.224 -1.174 -3.534 -0.28
C 1.530 2.483 4.704 -0.05
H -3.084 -1.886 5.690 0.07
H -3.130 -3.204 -2.819 0.10
C -1.388 3.608 1.781 -0.10
H 0.521 1.983 1.112 0.11
C 1.148 3.027 -0.689 -0.11
C 4.597 1.327 -4.146 -0.09
H -1.323 3.881 -0.367 0.10
N 2.757 -2.625 -3.698 -0.24
H -0.957 -1.679 -4.795 0.09
H -0.793 -1.180 8.725 0.08
H -1.508 0.244 -5.565 0.11
C 2.959 -3.962 -3.351 -0.15
C -0.146 -0.044 7.008 -0.27
C 0.782 4.896 1.799 -0.19
C -2.021 -2.667 3.941 -0.63
P 2.014 -1.384 -2.596 0.94
C -0.521 -0.810 4.673 -0.27
H 2.543 0.763 -4.832 0.09
H -1.704 2.225 -1.819 0.07
C -3.598 -2.530 -3.522 -0.16
C -1.479 2.113 -2.870 -0.13
C 4.488 -0.010 -2.309 -0.14
H 3.610 -5.711 -4.534 0.09
C -3.978 -0.533 -4.526 -0.14
C -2.443 -3.169 2.560 -0.07
H 0.973 1.787 7.245 0.13
C 5.309 0.894 -2.983 -0.10
C 0.216 0.365 4.258 0.04
C 0.750 1.277 5.159 -0.26
H -5.474 -1.283 -5.961 0.09
C -0.535 -1.567 -3.782 -0.45
H 1.032 3.418 5.003 0.08
C 0.560 1.067 6.534 0.00
H -3.221 -3.935 2.673 0.09
H 1.640 2.493 3.612 0.06
H -2.853 -2.352 1.955 0.08
Pb 0.044 -1.907 -0.653 0.89
C 3.375 -4.658 -4.481 -0.10
C 1.052 -2.867 1.091 -0.44